Entry 1:
Below is a molecular structure, C35H50MnNOP2Si3, with properties calculated with ωB97M-V/def2-TZVPD.

Last column: Löwdin charge in e.
CARTESIAN COORDINATES (ANGSTROEM)
Mn (-0.94631, -0.70004, -0.28768)  0.800
C (1.37440, 0.32684, 1.87976)  -0.117
O (0.16820, 0.40374, 1.11989)  -0.423
Si (-1.18892, 1.44860, 1.50683)  0.350
C (-1.65657, 0.95806, 3.24197)  -0.145
C (-0.48355, 3.17141, 1.61262)  -0.149
C (-2.25873, 0.95777, 0.10336)  -0.509
Si (-4.04797, 0.45287, 0.33094)  0.383
C (-4.49399, -0.89911, -0.91053)  -0.170
C (-4.45930, -0.20714, 2.04314)  -0.175
C (-5.28280, 1.84302, 0.08142)  -0.182
Si (-2.06706, 2.10685, -1.37284)  0.367
C (-2.65999, 3.85758, -1.06177)  -0.158
C (-2.97708, 1.45781, -2.88198)  -0.174
C (-0.25763, 2.24689, -1.90360)  -0.167
H (1.15087, 0.19218, 2.93948)  0.087
H (1.95567, 1.24146, 1.75170)  0.094
H (1.95707, -0.52309, 1.52509)  0.064
H (-0.82106, 1.16585, 3.91586)  0.041
H (-1.91902, -0.09492, 3.33195)  0.016
H (-2.50468, 1.54558, 3.59777)  0.045
H (0.29998, 3.19851, 2.37542)  0.042
H (-1.26494, 3.86376, 1.93601)  0.049
H (-0.06567, 3.54995, 0.68143)  0.024
H (-3.69495, -1.63645, -1.03084)  -0.005
H (-4.70429, -0.48493, -1.89726)  0.022
H (-5.38780, -1.43804, -0.58469)  0.040
H (-3.78586, -0.98701, 2.39249)  -0.008
H (-5.46829, -0.62761, 2.01233)  0.043
H (-4.46592, 0.59134, 2.78675)  0.031
H (-5.27751, 2.27663, -0.91874)  0.020
H (-5.12661, 2.65020, 0.80098)  0.039
H (-6.28378, 1.43821, 0.25700)  0.041
H (-3.68165, 3.89905, -0.68652)  0.018
H (-2.62922, 4.41484, -2.00261)  0.043
H (-2.01984, 4.38380, -0.35393)  0.020
H (-4.06136, 1.54399, -2.80565)  0.026
H (-2.73962, 0.41528, -3.10347)  0.016
H (-2.66333, 2.05718, -3.74289)  0.043
H (-0.13399, 3.13485, -2.53062)  0.051
H (0.06044, 1.39229, -2.50525)  -0.011
H (0.44685, 2.33630, -1.07471)  0.017
C (1.88934, -3.72765, -2.81385)  -0.131
N (0.91253, -3.08598, -1.91763)  -0.514
P (1.22437, -3.19046, -0.19225)  1.023
C (-0.51384, -3.15066, 0.40270)  -0.451
C (-0.71202, -2.73447, 1.73007)  -0.113
C (-1.95297, -2.91245, 2.33281)  -0.069
C (-3.00907, -3.45839, 1.61233)  -0.056
C (-2.83622, -3.80692, 0.28003)  -0.064
C (-1.60011, -3.65523, -0.32306)  -0.116
C (1.59447, -4.95865, 0.02885)  -0.383
C (2.69538, -5.26304, 0.82385)  -0.102
C (3.02872, -6.58756, 1.08116)  -0.069
C (2.26859, -7.60697, 0.53243)  -0.065
C (1.17370, -7.30961, -0.27244)  -0.065
C (0.83416, -5.99182, -0.52051)  -0.095
P (0.41569, -1.50763, -2.33555)  0.955
C (1.91537, -0.58779, -2.74111)  -0.368
C (2.53013, -0.67024, -3.99103)  -0.088
C (3.72148, -0.00040, -4.22196)  -0.058
C (4.30649, 0.74640, -3.20820)  -0.059
C (3.70461, 0.82585, -1.96109)  -0.058
C (2.51019, 0.16237, -1.72774)  -0.105
C (-0.51543, -1.68844, -3.87431)  -0.357
C (-1.19923, -2.87355, -4.14632)  -0.093
C (-2.00742, -2.96923, -5.26818)  -0.063
C (-2.14503, -1.88301, -6.12099)  -0.061
C (-1.47020, -0.70096, -5.85341)  -0.062
C (-0.65968, -0.59964, -4.73364)  -0.110
H (1.97414, -4.78236, -2.56103)  0.072
H (2.88033, -3.26902, -2.75068)  0.085
H (1.53113, -3.64660, -3.83987)  0.080
H (0.11720, -2.31693, 2.29117)  0.105
H (-2.09156, -2.62403, 3.36653)  0.117
H (-3.97358, -3.59492, 2.08174)  0.121
H (-3.66841, -4.20387, -0.28628)  0.121
H (-1.45445, -3.95121, -1.35446)  0.082
H (3.29348, -4.46282, 1.24419)  0.096
H (3.88383, -6.81832, 1.70207)  0.110
H (2.52701, -8.63963, 0.72632)  0.111
H (0.58564, -8.11113, -0.70000)  0.110
H (-0.02056, -5.75976, -1.14411)  0.100
H (2.07647, -1.24974, -4.78450)  0.109
H (4.19326, -0.06055, -5.19363)  0.112
H (5.23408, 1.27131, -3.39503)  0.112
H (4.16038, 1.41161, -1.17357)  0.111
H (2.02913, 0.23763, -0.75868)  0.071
H (-1.08268, -3.72437, -3.48866)  0.088
H (-2.52918, -3.89340, -5.47911)  0.111
H (-2.77549, -1.95896, -6.99683)  0.112
H (-1.57506, 0.14622, -6.51810)  0.114
H (-0.13761, 0.32792, -4.53441)  0.104

Forces on atoms 1 to 6 (eV/Å):
Mn -0.022 0.034 -0.083
C -0.022 0.018 -0.005
O 0.014 -0.020 0.033
Si 0.032 -0.034 -0.094
C 0.002 0.060 0.035
C -0.016 0.002 0.061

Values from the calculation:
<S²> = 8.7606
Charge = +1
Spin multiplicity = 6
Kohn-Sham gap (alpha / beta) = 8.19 / 8.13 eV


Entry 2:
Below is a molecular structure, C33H36Cl2GeIrN2O4SSi at a distorted geometry, with properties calculated with ωB97M-V/def2-TZVPD.

Last column: Löwdin charge in e.
CARTESIAN COORDINATES (ANGSTROEM)
Ir (-0.85415, 0.10380, 0.99964)  0.993
C (2.47459, 1.50764, 3.68899)  -0.015
C (0.97946, 1.21794, 3.84896)  -0.534
C (0.48298, 1.42758, 5.27897)  -0.019
O (0.74233, -0.09615, 3.40055)  -0.122
C (0.27740, 2.29365, 2.91128)  -0.634
O (0.36230, 3.46130, 3.26343)  0.007
O (-0.25562, 1.85496, 1.86685)  -0.211
H (3.05475, 0.98535, 4.44707)  0.073
H (2.63974, 2.57986, 3.76575)  0.083
H (2.78922, 1.16013, 2.70835)  0.071
H (1.17162, 0.97984, 5.99634)  0.076
H (-0.49929, 0.97303, 5.41239)  0.066
H (0.39628, 2.49338, 5.47813)  0.080
H (-0.07420, -0.42745, 3.80134)  -0.021
C (-3.45763, 2.29275, -3.99576)  -0.196
Si (-3.76235, 3.41751, -2.48732)  0.543
C (-5.43873, 4.29524, -2.80128)  -0.202
C (-2.42708, 4.77630, -2.36342)  -0.187
C (-3.92567, 2.49151, -0.85875)  -0.268
C (-5.05665, 2.54892, -0.06700)  -0.102
C (-5.09964, 1.88065, 1.14984)  -0.082
C (-3.97909, 1.17895, 1.54813)  -0.157
N (-2.88811, 1.09683, 0.81098)  -0.096
C (-2.84630, 1.72420, -0.37552)  -0.778
S (-1.40455, 1.53401, -1.27109)  0.637
H (-3.53718, 2.85547, -4.92246)  0.012
H (-4.17671, 1.47929, -4.03400)  0.024
H (-2.46710, 1.85553, -3.94160)  -0.011
H (-5.41919, 4.84886, -3.73384)  0.012
H (-5.67121, 5.00003, -2.01020)  0.016
H (-6.25357, 3.58188, -2.86384)  0.017
H (-2.32003, 5.32335, -3.29726)  0.014
H (-1.47008, 4.32548, -2.12177)  -0.005
H (-2.66937, 5.48934, -1.57919)  0.022
H (-5.91064, 3.12323, -0.39917)  0.085
H (-5.97533, 1.90792, 1.77783)  0.088
H (-3.95585, 0.65992, 2.49343)  0.039
O (-3.18144, -2.97532, -0.71272)  -0.001
C (-2.41958, -2.24435, -0.18808)  -0.565
N (-1.61873, -1.56168, 0.34111)  -0.126
Cl (-3.32268, -0.99994, 7.15519)  -0.250
C (-2.16287, -1.80360, 5.05976)  -0.560
Cl (-2.34099, -0.73387, 3.72033)  0.661
H (-2.67635, -2.73671, 4.90017)  -0.001
H (-1.14496, -1.87841, 5.40523)  0.006
C (0.91786, -0.56021, 0.54472)  -0.298
Ge (1.96300, -1.51823, -0.67617)  0.885
C (2.52864, -3.26352, 0.13132)  -0.253
C (3.32353, -4.19383, -0.52397)  -0.118
C (3.66144, -5.39182, 0.08342)  -0.116
C (3.19465, -5.67949, 1.35507)  -0.120
C (2.39012, -4.76262, 2.01432)  -0.097
C (2.06675, -3.56336, 1.40636)  -0.102
C (3.59771, -0.41329, -0.97748)  -0.266
C (4.67859, -0.81949, -1.74779)  -0.129
C (5.77269, 0.00968, -1.93335)  -0.116
C (5.79992, 1.26188, -1.34135)  -0.119
C (4.72630, 1.68142, -0.57064)  -0.092
C (3.63587, 0.84910, -0.39673)  -0.106
C (1.26627, -2.00181, -2.48778)  -0.256
C (1.72653, -1.39359, -3.64761)  -0.115
C (1.18473, -1.71805, -4.87876)  -0.111
C (0.15389, -2.63934, -4.96080)  -0.115
C (-0.33720, -3.22492, -3.80517)  -0.091
C (0.21802, -2.90827, -2.58018)  -0.104
H (3.67893, -3.98076, -1.52650)  0.090
H (4.28919, -6.10895, -0.43504)  0.090
H (3.45165, -6.62015, 1.82656)  0.088
H (2.01502, -4.99407, 3.00136)  0.094
H (1.44151, -2.83319, 1.90516)  0.085
H (4.65814, -1.79930, -2.21109)  0.089
H (6.60770, -0.32149, -2.54192)  0.090
H (6.65617, 1.91000, -1.48708)  0.088
H (4.74512, 2.66166, -0.11182)  0.099
H (2.78127, 1.16375, 0.18990)  0.078
H (2.52738, -0.66690, -3.58043)  0.089
H (1.56452, -1.24945, -5.77953)  0.090
H (-0.27369, -2.88920, -5.92427)  0.089
H (-1.15844, -3.92632, -3.86297)  0.099
H (-0.16153, -3.36399, -1.67551)  0.097

Forces on atoms 1 to 6 (eV/Å):
Ir 3.683 -0.618 -1.875
C -0.307 -0.171 0.149
C -0.259 1.055 -0.271
C 0.252 0.011 -0.140
O 0.490 -0.490 0.951
C 0.667 -1.401 1.125

Values from the calculation:
<S²> = 0.8285
Charge = -2
Spin multiplicity = 2
Kohn-Sham gap (alpha / beta) = 3.76 / 3.81 eV


Entry 3:
Below is a molecular structure, C2H7N3 at a distorted geometry, with properties calculated with ωB97M-V/def2-TZVPD.

Last column: Löwdin charge in e.
CARTESIAN COORDINATES (ANGSTROEM)
C (0.47906, 0.62429, 0.38246)  -0.303
C (-1.12280, -1.52677, -0.37536)  -0.170
N (1.52866, 1.54324, 0.48131)  0.027
N (-0.01423, 0.43670, -0.92895)  -0.125
N (-0.68363, -0.55659, -1.35615)  -0.111
H (1.57576, 2.21935, -0.26972)  0.088
H (2.09793, 1.57469, 1.31495)  0.083
H (0.50991, -0.19462, 1.10089)  0.110
H (-0.62258, 1.24186, 0.00132)  0.195
H (-1.81085, -1.08479, 0.36196)  0.078
H (-0.28498, -1.96119, 0.19240)  0.065
H (-1.65224, -2.31618, -0.90510)  0.063

Forces on atoms 1 to 6 (eV/Å):
C -1.724 1.017 -1.168
C 0.471 -0.343 0.171
N -0.148 -0.515 -0.174
N 1.768 -1.897 -1.952
N -0.365 1.103 0.443
H 0.374 -0.070 0.485

Values from the calculation:
Kohn-Sham gap = 9.01 eV


ΔE to the lowest compared entry with this formula, charge and spin per entry: 0.5; 104.5; 99.4 kcal/mol